Entry 1:
Density functional theory data (wB97M-V/def2-TZVPD) for C25H17BrIrN9O2 as an isolated structure.

```
55
Properties=species:S:1:pos:R:3:nbo_charge:R:1
Ir -0.213 0.422 -0.449 1.260
N -9.461 -3.131 -3.470 -0.303
C -8.431 -2.724 -3.159 0.277
C -7.140 -2.210 -2.764 -0.189
C -6.153 -3.073 -2.295 -0.147
C -4.922 -2.573 -1.911 -0.237
C -4.636 -1.205 -1.980 0.077
C -5.635 -0.358 -2.470 -0.239
C -6.871 -0.847 -2.852 -0.146
C -3.312 -0.691 -1.568 -0.239
C -3.212 0.459 -0.786 0.237
C -4.294 1.197 -0.182 -0.213
C -3.764 2.329 0.405 -0.296
C -2.392 2.287 0.186 0.077
N -2.042 1.150 -0.508 -0.557
C -2.140 -1.353 -2.068 0.324
C -2.081 -2.269 -3.190 -0.245
C -0.776 -2.623 -3.353 -0.272
C -0.042 -1.947 -2.346 0.116
N -0.884 -1.204 -1.555 -0.632
H -6.360 -4.133 -2.225 0.229
H -4.170 -3.253 -1.527 0.224
H -5.425 0.700 -2.580 0.227
H -7.630 -0.178 -3.236 0.230
H -5.327 0.886 -0.179 0.233
H -4.300 3.106 0.928 0.237
H -1.640 3.012 0.453 0.233
H -2.925 -2.565 -3.794 0.238
H -0.357 -3.279 -4.101 0.240
H 1.026 -1.969 -2.175 0.255
N 0.850 3.359 -0.990 -0.463
C 0.495 2.277 -0.776 -0.046
N -0.815 1.619 5.135 -0.599
N -0.279 1.693 3.861 0.178
N 0.442 2.717 3.470 -0.263
C 0.657 2.400 2.196 0.136
N 0.080 1.234 1.878 -0.329
N -0.525 0.790 2.966 -0.060
H -0.202 2.133 5.751 0.392
H -0.900 0.645 5.388 0.388
H 1.225 3.007 1.506 0.262
Br 5.177 -4.657 3.002 0.061
C 3.689 -3.524 2.702 -0.088
C 2.777 -3.321 3.727 -0.228
C 1.691 -2.487 3.504 -0.195
C 1.529 -1.857 2.278 -0.214
C 2.447 -2.081 1.261 -0.078
C 3.533 -2.924 1.467 -0.209
C 2.282 -1.458 -0.094 0.776
O 2.806 -1.937 -1.077 -0.609
O 1.559 -0.358 -0.110 -0.725
H 2.917 -3.812 4.681 0.229
H 0.967 -2.330 4.295 0.211
H 0.689 -1.196 2.110 0.227
H 4.229 -3.101 0.659 0.250
```

Calculated values
* 2S+1: 5
* HOMO-LUMO gap (alpha / beta): 0.254 / 0.223 Ha
* E_tot: -4284.35770 Eh
* charge: 0

=====

Entry 2:
Density functional theory data (wB97M-V/def2-TZVPD) for C25H17FIN5O2V as an isolated structure.

```
52
Properties=species:S:1:pos:R:3:nbo_charge:R:1
V -0.187 0.819 -0.207 1.517
O 5.672 -2.538 1.141 -0.702
C 5.081 -2.635 0.059 0.726
O 5.293 -3.269 -0.982 -0.703
C 3.792 -1.766 -0.011 0.019
C 3.035 -1.735 -1.179 -0.180
C 1.904 -0.946 -1.212 0.137
N 1.539 -0.227 -0.144 -0.537
C 2.271 -0.219 0.976 0.229
C 3.416 -0.983 1.076 -0.198
C 1.763 0.746 1.975 0.194
C 2.378 0.985 3.192 -0.200
C 1.855 1.955 4.031 -0.095
C 0.737 2.675 3.634 -0.238
C 0.181 2.395 2.403 0.081
N 0.674 1.455 1.587 -0.548
C 1.038 -0.697 -2.384 0.218
C 1.207 -1.316 -3.610 -0.204
C 0.372 -0.969 -4.660 -0.096
C -0.610 -0.007 -4.465 -0.239
C -0.726 0.570 -3.217 0.089
N 0.072 0.237 -2.194 -0.545
H 3.401 -2.332 -2.006 0.276
H 4.067 -1.014 1.941 0.275
H 3.252 0.417 3.473 0.257
H 2.323 2.152 4.986 0.248
H 0.305 3.442 4.260 0.250
H -0.693 2.926 2.046 0.211
H 1.986 -2.054 -3.737 0.258
H 0.491 -1.443 -5.625 0.248
H -1.274 0.293 -5.262 0.250
H -1.477 1.321 -3.009 0.213
F -3.497 -3.895 1.964 -0.303
C -2.767 -2.888 1.477 0.420
C -2.157 -3.036 0.245 -0.268
C -1.399 -1.983 -0.249 -0.210
C -1.250 -0.787 0.459 -0.459
C -1.896 -0.685 1.698 -0.176
C -2.649 -1.728 2.220 -0.295
H -2.270 -3.962 -0.301 0.247
H -0.917 -2.123 -1.210 0.209
H -1.816 0.221 2.293 0.199
H -3.135 -1.655 3.184 0.244
I -4.473 5.367 -0.890 0.272
C -3.560 3.546 -0.638 -0.300
C -4.167 2.309 -0.497 -0.006
N -3.192 1.403 -0.365 -0.296
N -1.973 1.971 -0.401 -0.400
C -2.193 3.279 -0.569 -0.037
H -5.206 2.027 -0.480 0.257
H -3.253 0.411 -0.168 0.457
H -1.367 3.969 -0.650 0.236
```

Calculated values
* 2S+1: 3
* ΔE to the lowest compared entry with this formula, charge and spin: 0.00 kcal per mole
* HOMO-LUMO gap (alpha / beta): 0.211 / 0.211 Ha
* E_tot: -2728.51704 Eh
* charge: +1

=====

Entry 3:
Density functional theory data (wB97M-V/def2-TZVPD) for C25H18AsBrCl2O2Y as an isolated structure in a non-equilibrium geometry.

```
50
Properties=species:S:1:pos:R:3:nbo_charge:R:1
Y 1.348 -1.812 -0.978 2.013
Cl -5.471 -3.096 -0.343 0.052
C -3.779 -2.827 -0.134 -0.067
C -3.334 -1.564 0.251 -0.166
C -1.985 -1.344 0.470 -0.118
Cl -1.355 0.245 0.714 0.066
C -1.079 -2.394 0.353 0.385
O 0.202 -2.252 0.680 -0.892
C -1.516 -3.603 -0.221 -0.269
C -0.544 -4.465 -0.871 0.488
O 0.592 -4.112 -1.208 -0.670
C -2.880 -3.837 -0.418 -0.138
H -4.038 -0.750 0.350 0.257
H -0.878 -5.472 -1.152 0.171
H -3.227 -4.774 -0.834 0.244
Br -0.028 -0.978 -3.014 -0.561
C 7.154 0.080 -1.088 -0.189
C 6.124 0.151 -2.016 -0.182
C 4.814 0.294 -1.583 -0.273
C 4.526 0.386 -0.221 -0.245
C 5.559 0.293 0.705 -0.248
C 6.868 0.144 0.268 -0.186
As 2.662 0.482 0.310 0.755
C 1.948 2.157 -0.357 -0.343
C 1.929 2.405 -1.727 -0.217
C 1.351 3.565 -2.217 -0.181
C 0.772 4.475 -1.344 -0.185
C 0.768 4.220 0.018 -0.212
C 1.351 3.062 0.515 -0.163
C 2.674 0.696 2.215 -0.255
C 3.377 1.745 2.804 -0.246
C 3.360 1.894 4.181 -0.201
C 2.642 1.002 4.969 -0.179
C 1.940 -0.040 4.382 -0.190
C 1.954 -0.196 3.002 -0.238
H 8.177 -0.030 -1.422 0.231
H 6.338 0.095 -3.075 0.228
H 4.026 0.348 -2.328 0.206
H 5.354 0.333 1.767 0.230
H 7.668 0.078 0.993 0.230
H 2.350 1.698 -2.431 0.210
H 1.346 3.752 -3.283 0.227
H 0.315 5.377 -1.728 0.229
H 0.309 4.922 0.702 0.227
H 1.330 2.874 1.580 0.218
H 3.932 2.449 2.195 0.230
H 3.907 2.707 4.640 0.231
H 2.628 1.124 6.044 0.230
H 1.377 -0.730 4.995 0.228
H 1.392 -1.003 2.546 0.231
```

Calculated values
* ΔE to the lowest compared entry with this formula, charge and spin: 22.99 kcal per mole
* HOMO-LUMO gap: 0.286 Ha
* E_tot: -6882.35821 Eh
* charge: +1

=====

Entry 4:
Density functional theory data (wB97M-V/def2-TZVPD) for C25H18AsClIN4O7RhS as an isolated structure in a non-equilibrium geometry.

```
59
Properties=species:S:1:pos:R:3:nbo_charge:R:1
Rh -0.518 0.132 0.548 1.210
N -0.803 1.871 3.296 -0.564
C -0.577 2.650 2.185 0.426
C -0.673 4.040 2.367 -0.276
C -0.374 4.878 1.328 -0.120
C 0.033 4.324 0.114 -0.283
C 0.075 2.962 0.007 0.103
N -0.247 2.117 1.013 -0.440
C -0.919 0.502 3.491 0.414
C -0.939 0.063 4.814 -0.282
C -1.141 -1.273 5.077 -0.119
C -1.334 -2.143 4.013 -0.254
C -1.272 -1.640 2.739 0.106
N -1.049 -0.339 2.466 -0.422
H -0.937 2.403 4.139 0.408
H -0.985 4.425 3.329 0.219
H -0.448 5.950 1.454 0.228
H 0.312 4.936 -0.730 0.235
H 0.406 2.493 -0.902 0.232
H -0.781 0.778 5.611 0.218
H -1.141 -1.632 6.098 0.226
H -1.489 -3.202 4.152 0.242
H -1.385 -2.280 1.882 0.266
O -0.047 -3.960 -1.349 -1.035
As 0.447 -2.935 0.004 2.437
O 0.443 -3.768 1.403 -1.141
O -0.771 -1.743 -0.102 -1.097
C 2.226 -2.523 -0.686 -0.439
C 2.724 -3.452 -1.601 -0.185
C 4.040 -3.391 -2.032 -0.201
C 4.891 -2.412 -1.544 -0.198
C 4.414 -1.481 -0.639 -0.204
C 3.089 -1.527 -0.224 -0.247
S 2.576 -0.176 0.807 2.413
O 3.593 0.093 1.779 -0.936
O 1.241 -0.648 1.339 -0.983
O 2.333 0.937 -0.102 -1.019
H -0.922 -4.315 -1.151 0.498
H 2.076 -4.236 -1.963 0.250
H 4.403 -4.126 -2.739 0.219
H 5.924 -2.375 -1.863 0.219
H 5.058 -0.707 -0.242 0.241
Cl -3.479 0.979 -5.591 -0.002
C -3.148 0.870 -3.887 -0.063
C -4.171 0.995 -2.991 -0.213
C -3.937 0.900 -1.610 -0.230
I -5.513 1.079 -0.270 0.165
C -2.667 0.680 -1.114 0.291
O -2.392 0.563 0.156 -0.638
C -1.604 0.579 -2.057 0.175
N -0.355 0.406 -1.521 -0.415
C 0.671 0.255 -2.329 0.087
C 0.528 0.291 -3.729 -0.259
C -0.699 0.496 -4.284 -0.105
C -1.823 0.654 -3.444 -0.117
H -5.177 1.162 -3.351 0.241
H 1.634 0.130 -1.863 0.252
H 1.407 0.156 -4.343 0.232
H -0.829 0.536 -5.356 0.235
```

Calculated values
* ΔE to the lowest compared entry with this formula, charge and spin: 0.00 kcal per mole
* HOMO-LUMO gap: 0.277 Ha
* E_tot: -5211.69826 Eh
* charge: 0

=====

Entry 5:
Density functional theory data (wB97M-V/def2-TZVPD) for C25H18BrClCrN3O2 as an isolated structure.

```
51
Properties=species:S:1:pos:R:3:lowdin_spin:R:1
Cr -0.147 -0.766 0.269 2.998
C 4.038 0.377 3.866 0.000
C 3.532 -0.463 2.734 -0.001
C 4.354 -1.346 2.037 0.005
C 3.858 -2.107 0.986 -0.001
C 2.530 -1.933 0.697 0.004
Br 1.602 -2.816 -0.693 0.001
N 1.705 -1.105 1.326 -0.009
C 2.205 -0.372 2.333 0.003
H 5.052 0.094 4.140 0.000
H 3.404 0.269 4.745 0.000
H 4.045 1.431 3.588 0.000
H 5.395 -1.441 2.317 0.000
H 4.477 -2.796 0.431 0.000
H 1.510 0.293 2.826 0.000
C -2.128 -3.009 -3.092 -0.001
C -1.179 -2.502 -2.206 0.002
N -1.464 -1.680 -1.198 -0.018
C -2.777 -1.334 -1.054 0.003
C -3.799 -1.782 -1.901 0.000
C -3.444 -2.648 -2.949 0.004
C -5.147 -1.357 -1.666 -0.001
C -5.445 -0.536 -0.635 -0.001
C -4.421 -0.083 0.257 -0.001
C -4.663 0.774 1.348 0.008
C -3.614 1.158 2.143 -0.002
C -2.327 0.695 1.859 0.006
N -2.071 -0.123 0.844 -0.028
C -3.104 -0.500 0.051 0.002
H -1.802 -3.672 -3.880 0.000
H -0.149 -2.765 -2.375 0.000
H -4.204 -3.019 -3.625 0.000
H -5.920 -1.711 -2.335 0.000
H -6.462 -0.210 -0.459 0.000
H -5.669 1.126 1.541 0.000
H -3.754 1.820 2.985 0.000
H -1.487 0.993 2.466 0.000
Cl 3.899 2.845 -4.237 0.000
C 2.964 2.615 -2.816 0.000
C 2.227 1.443 -2.669 0.002
C 1.492 1.275 -1.514 0.013
C 1.469 2.239 -0.516 0.003
C 2.199 3.415 -0.691 0.001
C 2.950 3.601 -1.835 0.000
C 0.711 2.083 0.738 0.009
O 0.549 2.933 1.565 -0.009
O 0.198 0.840 1.017 0.001
H 2.231 0.699 -3.452 0.000
H 0.883 0.377 -1.405 0.007
H 2.172 4.175 0.078 0.000
H 3.525 4.504 -1.982 0.000
```

Calculated values
* 2S+1: 4
* ΔE to the lowest compared entry with this formula, charge and spin: 17.68 kcal per mole
* HOMO-LUMO gap (alpha / beta): 0.212 / 0.257 Ha
* E_tot: -5356.43259 Eh
* charge: +2

=====

Entry 6:
Density functional theory data (wB97M-V/def2-TZVPD) for C25H18BrN3RhS as an isolated structure in a non-equilibrium geometry.

```
49
Properties=species:S:1:pos:R:3:nbo_charge:R:1
Rh -0.078 -0.426 0.271 0.645
C -1.631 2.128 -2.768 -0.164
C -2.455 2.983 -2.045 -0.226
C -2.586 2.833 -0.677 -0.174
C -1.903 1.817 -0.008 -0.115
C -1.070 0.967 -0.747 0.029
C -0.933 1.120 -2.115 -0.290
C -2.006 1.548 1.423 0.250
C -2.940 2.155 2.289 -0.245
C -2.960 1.813 3.609 -0.088
C -2.046 0.860 4.113 -0.134
C -1.995 0.462 5.465 -0.149
C -1.089 -0.473 5.883 -0.207
C -0.200 -1.062 4.965 -0.170
C -0.224 -0.700 3.645 -0.242
C -1.140 0.274 3.193 0.246
N -1.150 0.642 1.887 -0.470
H -1.536 2.244 -3.840 0.227
H -3.004 3.762 -2.558 0.228
H -3.230 3.513 -0.132 0.215
H -0.294 0.453 -2.679 0.233
H -3.640 2.876 1.894 0.235
H -3.681 2.259 4.283 0.233
H -2.696 0.901 6.165 0.227
H -1.053 -0.764 6.924 0.233
H 0.496 -1.817 5.307 0.230
H 0.448 -1.143 2.921 0.207
Br -3.957 -5.629 -0.939 0.073
C -2.921 -4.066 -0.682 -0.102
C -1.845 -4.095 0.192 -0.210
C -1.094 -2.943 0.362 -0.311
C -1.400 -1.766 -0.325 0.004
C -2.486 -1.758 -1.191 -0.288
C -3.241 -2.909 -1.372 -0.209
H -1.600 -5.005 0.722 0.231
H -0.237 -2.978 1.035 0.200
H -2.754 -0.862 -1.734 0.225
H -4.080 -2.902 -2.055 0.232
S 2.122 -0.871 -0.841 -0.073
C 2.658 0.337 0.240 0.274
N 3.953 0.750 0.262 -0.500
C 4.390 1.583 1.241 0.134
C 3.486 2.081 2.130 -0.330
C 2.144 1.707 2.007 0.184
N 1.761 0.832 1.089 -0.503
H 4.595 0.402 -0.439 0.455
H 5.451 1.784 1.269 0.250
H 3.802 2.754 2.913 0.263
H 1.367 2.091 2.655 0.235
```

Calculated values
* ΔE to the lowest compared entry with this formula, charge and spin: 16.95 kcal per mole
* HOMO-LUMO gap: 0.225 Ha
* E_tot: -4210.28832 Eh
* charge: +1

=====

> What is the charge in the second record?

+1

=====

> The highest charge belongs to which entry?

C25H18BrClCrN3O2

=====

What did the second record say?
Density functional theory data (wB97M-V/def2-TZVPD) for C25H17FIN5O2V as an isolated structure.

```
52
Properties=species:S:1:pos:R:3:nbo_charge:R:1
V -0.187 0.819 -0.207 1.517
O 5.672 -2.538 1.141 -0.702
C 5.081 -2.635 0.059 0.726
O 5.293 -3.269 -0.982 -0.703
C 3.792 -1.766 -0.011 0.019
C 3.035 -1.735 -1.179 -0.180
C 1.904 -0.946 -1.212 0.137
N 1.539 -0.227 -0.144 -0.537
C 2.271 -0.219 0.976 0.229
C 3.416 -0.983 1.076 -0.198
C 1.763 0.746 1.975 0.194
C 2.378 0.985 3.192 -0.200
C 1.855 1.955 4.031 -0.095
C 0.737 2.675 3.634 -0.238
C 0.181 2.395 2.403 0.081
N 0.674 1.455 1.587 -0.548
C 1.038 -0.697 -2.384 0.218
C 1.207 -1.316 -3.610 -0.204
C 0.372 -0.969 -4.660 -0.096
C -0.610 -0.007 -4.465 -0.239
C -0.726 0.570 -3.217 0.089
N 0.072 0.237 -2.194 -0.545
H 3.401 -2.332 -2.006 0.276
H 4.067 -1.014 1.941 0.275
H 3.252 0.417 3.473 0.257
H 2.323 2.152 4.986 0.248
H 0.305 3.442 4.260 0.250
H -0.693 2.926 2.046 0.211
H 1.986 -2.054 -3.737 0.258
H 0.491 -1.443 -5.625 0.248
H -1.274 0.293 -5.262 0.250
H -1.477 1.321 -3.009 0.213
F -3.497 -3.895 1.964 -0.303
C -2.767 -2.888 1.477 0.420
C -2.157 -3.036 0.245 -0.268
C -1.399 -1.983 -0.249 -0.210
C -1.250 -0.787 0.459 -0.459
C -1.896 -0.685 1.698 -0.176
C -2.649 -1.728 2.220 -0.295
H -2.270 -3.962 -0.301 0.247
H -0.917 -2.123 -1.210 0.209
H -1.816 0.221 2.293 0.199
H -3.135 -1.655 3.184 0.244
I -4.473 5.367 -0.890 0.272
C -3.560 3.546 -0.638 -0.300
C -4.167 2.309 -0.497 -0.006
N -3.192 1.403 -0.365 -0.296
N -1.973 1.971 -0.401 -0.400
C -2.193 3.279 -0.569 -0.037
H -5.206 2.027 -0.480 0.257
H -3.253 0.411 -0.168 0.457
H -1.367 3.969 -0.650 0.236
```

Calculated values
* 2S+1: 3
* ΔE to the lowest compared entry with this formula, charge and spin: 0.00 kcal per mole
* HOMO-LUMO gap (alpha / beta): 0.211 / 0.211 Ha
* E_tot: -2728.51704 Eh
* charge: +1

=====

> Number 1 is which compound?

C25H17BrIrN9O2